Entry 1:
{
  "formula": "C38H50AlN5O",
  "method": "wB97M-V/def2-TZVPD",
  "elements": ["Al", "C", "C", "C", "C", "C", "C", "C", "C", "C", "C", "N", "C", "C", "C", "C", "C", "N", "H", "H", "H", "H", "H", "H", "H", "H", "H", "H", "H", "H", "H", "H", "H", "H", "H", "C", "C", "C", "C", "C", "C", "C", "C", "C", "C", "H", "H", "H", "H", "H", "H", "H", "H", "H", "H", "H", "H", "C", "N", "C", "C", "N", "N", "C", "C", "H", "H", "H", "H", "H", "H", "H", "H", "H", "H", "H", "H", "H", "C", "C", "O", "C", "C", "C", "C", "C", "C", "H", "H", "H", "H", "H", "H", "H", "H"],
  "xyz": [[0.613, -0.879, -0.215], [3.536, -0.835, -3.993], [2.916, 0.440, -3.442], [3.658, 0.870, -2.191], [4.475, 1.984, -2.224], [5.294, 2.304, -1.136], [5.209, 1.533, 0.033], [4.376, 0.434, 0.137], [4.455, -0.410, 1.406], [5.891, -0.873, 1.685], [3.559, 0.113, -0.998], [2.589, -0.897, -0.867], [3.086, -2.143, -0.742], [2.262, -3.128, -0.201], [2.491, -4.525, 0.086], [1.305, -5.022, 0.644], [0.404, -3.931, 0.707], [0.948, -2.737, 0.243], [3.231, -1.036, -5.036], [3.284, -1.708, -3.374], [4.627, -0.777, -3.987], [1.815, 0.290, -3.368], [3.045, 1.247, -4.203], [4.427, 2.588, -3.136], [6.051, 3.108, -1.174], [5.816, 1.874, 0.899], [3.710, -1.210, 1.406], [4.200, 0.259, 2.285], [6.329, -1.306, 0.790], [5.887, -1.595, 2.523], [6.517, -0.054, 1.994], [4.089, -2.422, -1.059], [3.387, -5.073, -0.103], [1.053, -6.024, 0.975], [-0.612, -4.011, 1.079], [-1.650, -2.989, -1.710], [-2.548, -2.028, -0.877], [-3.486, -1.392, -1.958], [-1.639, -0.909, -0.302], [-3.447, -2.865, 0.105], [-4.627, -3.425, -0.403], [-5.598, -4.051, 0.403], [-5.347, -4.151, 1.747], [-4.137, -3.707, 2.270], [-3.166, -3.106, 1.476], [-1.072, -2.427, -2.452], [-2.329, -3.683, -2.295], [-1.011, -3.590, -1.091], [-2.981, -0.637, -2.574], [-4.413, -0.931, -1.570], [-3.758, -2.197, -2.668], [-1.688, -0.119, -1.059], [-4.776, -3.320, -1.484], [-6.514, -4.449, -0.056], [-6.110, -4.523, 2.425], [-3.929, -3.903, 3.325], [-2.223, -2.795, 1.911], [-0.119, 4.458, 0.774], [0.535, 3.354, 0.039], [0.556, 3.605, -1.390], [0.797, 2.127, 0.624], [0.690, 1.012, -0.134], [1.209, 2.104, 1.915], [1.015, 0.899, 2.708], [2.001, 3.234, 2.541], [-0.860, 4.881, 0.103], [0.582, 5.293, 0.992], [-0.637, 4.100, 1.659], [1.058, 4.549, -1.646], [-0.469, 3.732, -1.790], [1.089, 2.826, -1.901], [0.643, 1.319, -1.123], [0.923, 1.220, 3.751], [1.812, 0.129, 2.553], [0.029, 0.459, 2.453], [2.301, 3.920, 1.752], [2.897, 2.751, 2.962], [1.439, 3.707, 3.368], [-3.209, 0.601, 2.717], [-3.015, 0.591, 1.273], [-2.021, -0.296, 0.985], [-3.692, 1.498, 0.390], [-3.321, 1.923, -0.919], [-3.715, 3.143, -1.412], [-4.562, 4.006, -0.683], [-5.084, 3.517, 0.490], [-4.724, 2.268, 1.014], [-2.652, -0.123, 3.304], [-4.273, 0.559, 2.992], [-2.899, 1.610, 3.052], [-2.693, 1.277, -1.530], [-3.347, 3.411, -2.402], [-4.774, 5.020, -1.074], [-5.739, 4.155, 1.084], [-5.247, 1.901, 1.901]],
  "mulliken_charge": [-2.183, -1.296, -0.470, 0.689, -0.692, -1.166, -0.590, 1.285, -0.169, -1.521, -0.675, 1.842, -0.629, 0.035, -1.637, -0.753, -0.194, 0.753, 0.400, 0.237, 0.356, 0.014, 0.511, 0.371, 0.370, 0.293, 0.176, 0.112, 0.377, 0.411, 0.345, 0.317, 0.518, 0.485, 0.355, -1.607, 3.611, -2.264, -0.626, 0.103, -0.247, -0.981, -0.534, -1.432, 0.252, 0.316, 0.427, 0.411, 0.277, 0.382, 0.685, -0.531, 0.281, 0.373, 0.381, 0.383, 0.575, -1.262, 0.450, -1.085, -0.008, 1.230, 0.446, -0.728, -1.149, 0.447, 0.271, 0.362, 0.411, 0.248, 0.374, -0.281, 0.502, 0.055, 0.023, 0.389, 0.402, 0.296, -2.147, 0.357, -0.009, 1.751, 0.259, -0.768, -0.833, -0.478, -1.039, 0.265, 0.530, 0.375, 0.416, 0.442, 0.352, 0.379, 0.242],
  "lumo_ev": [0.24, 0.14],
  "relative_energy_ev": 2.4589
}

---

Entry 2:
{
  "formula": "C13H8BrCuN3OS",
  "method": "wB97M-V/def2-TZVPD",
  "elements": ["Cu", "O", "C", "C", "C", "N", "C", "Br", "C", "H", "H", "H", "H", "N", "C", "C", "C", "C", "C", "C", "C", "H", "H", "H", "H", "S", "C", "N"],
  "xyz": [[-1.102, 0.738, 0.110], [0.539, -4.722, 3.311], [0.172, -3.610, 2.623], [-0.860, -2.776, 3.039], [-1.155, -1.669, 2.269], [-0.500, -1.357, 1.145], [0.471, -2.170, 0.776], [1.387, -1.739, -0.825], [0.861, -3.308, 1.460], [-0.019, -4.810, 4.089], [-1.426, -2.978, 3.939], [-1.950, -0.986, 2.540], [1.664, -3.935, 1.106], [2.991, 4.079, -5.029], [2.346, 3.556, -4.230], [1.547, 2.904, -3.237], [0.837, 1.744, -3.554], [0.078, 1.121, -2.578], [-0.032, 1.594, -1.256], [0.694, 2.771, -0.993], [1.470, 3.418, -1.942], [0.889, 1.344, -4.559], [-0.450, 0.215, -2.863], [0.655, 3.208, -0.001], [2.017, 4.319, -1.692], [-4.884, 1.222, 3.003], [-3.581, 1.009, 2.016], [-2.657, 0.820, 1.331]],
  "nbo_charge": [0.708, -0.657, 0.348, -0.347, 0.082, -0.506, 0.177, 0.079, -0.345, 0.481, 0.217, 0.244, 0.239, -0.391, 0.315, -0.249, -0.173, -0.273, -0.389, -0.268, -0.178, 0.204, 0.195, 0.196, 0.205, -0.366, 0.166, -0.716],
  "lumo_ev": 2.13,
  "relative_energy_ev": 0.0000,
  "total_charge": -1
}

---

Entry 3:
{
  "formula": "C5H10N2S",
  "method": "wB97M-V/def2-TZVPD",
  "elements": ["C", "C", "C", "C", "C", "H", "H", "H", "H", "H", "H", "H", "H", "H", "H", "N", "N", "S"],
  "xyz": [[-1.031, 2.100, 0.026], [-1.304, -0.380, -0.240], [-2.207, -1.552, -0.243], [0.086, -0.620, -0.036], [1.294, -0.117, -0.300], [-1.562, 2.682, 0.915], [0.186, 1.811, 0.443], [-1.294, 2.805, -1.221], [-1.763, -2.656, -0.632], [-2.520, -1.597, 0.987], [-3.119, -1.430, -1.044], [0.330, -1.401, 0.861], [1.535, 0.778, -0.869], [2.549, -1.631, 0.762], [4.347, 0.959, 0.686], [-1.943, 0.810, -0.086], [2.445, -0.660, 0.303], [3.972, 0.099, -0.312]],
  "nbo_charge": [-0.484, 0.190, -0.658, -0.355, 0.027, 0.212, 0.202, 0.216, 0.226, 0.247, 0.254, 0.194, 0.222, 0.425, 0.112, -0.420, -0.754, 0.143],
  "lumo_ev": 0.43,
  "relative_energy_ev": 6.6271
}

---

Entry 4:
{
  "formula": "CH4O2S3",
  "method": "wB97M-V/def2-TZVPD",
  "elements": ["O", "S", "O", "S", "C", "S", "H", "H", "H", "H"],
  "xyz": [[1.598, 2.336, -0.501], [1.035, 1.065, -0.187], [1.629, -0.037, -0.850], [-1.009, 1.142, -0.239], [-1.081, -0.595, 0.468], [-1.145, -1.857, -0.819], [1.109, 0.686, 1.247], [-0.095, -0.594, 0.992], [-2.043, -0.536, 1.168], [0.001, -1.611, -1.279]],
  "nbo_charge": [-0.902, 1.846, -0.941, 0.037, -0.686, 0.034, -0.019, 0.221, 0.276, 0.135],
  "lumo_ev": 0.03,
  "relative_energy_ev": 0.5255
}

---

Entry 5:
{
  "formula": "C32H64O18S3",
  "method": "wB97M-V/def2-TZVPD",
  "elements": ["O", "S", "O", "C", "C", "C", "C", "H", "H", "H", "H", "H", "H", "H", "H", "O", "S", "O", "C", "C", "C", "C", "H", "H", "H", "H", "H", "H", "H", "H", "O", "S", "O", "C", "C", "C", "C", "H", "H", "H", "H", "H", "H", "H", "H", "O", "C", "C", "C", "C", "O", "H", "H", "H", "H", "H", "H", "O", "C", "C", "C", "C", "O", "H", "H", "H", "H", "H", "H", "O", "C", "C", "C", "C", "O", "H", "H", "H", "H", "H", "H", "O", "C", "C", "C", "C", "O", "H", "H", "H", "H", "H", "H", "C", "O", "H", "H", "H", "H", "C", "O", "H", "H", "H", "H", "C", "O", "H", "H", "H", "H", "C", "O", "H", "H", "H", "H"],
  "xyz": [[0.196, -4.513, 0.953], [1.375, -4.941, 1.646], [1.359, -4.906, 3.064], [1.752, -6.558, 0.903], [2.182, -6.063, -0.491], [2.892, -4.678, -0.388], [2.767, -4.082, 0.942], [0.869, -7.215, 0.809], [2.522, -7.200, 1.336], [2.904, -6.793, -0.900], [1.350, -5.977, -1.135], [2.450, -4.044, -1.151], [3.944, -4.783, -0.621], [2.398, -3.071, 0.985], [3.630, -4.168, 1.632], [-2.299, 3.697, -2.987], [-2.219, 3.320, -1.590], [-0.867, 3.141, -1.099], [-3.295, 4.442, -0.620], [-4.551, 3.598, -0.345], [-4.092, 2.162, -0.063], [-3.199, 1.856, -1.245], [-3.404, 5.389, -1.231], [-2.708, 4.660, 0.260], [-5.083, 4.005, 0.518], [-5.234, 3.578, -1.218], [-4.965, 1.487, 0.090], [-3.439, 2.009, 0.763], [-3.680, 1.509, -2.188], [-2.471, 1.010, -1.080], [1.519, -1.105, 0.239], [1.293, -1.087, -1.164], [2.344, -1.416, -2.072], [-0.082, -1.974, -1.695], [-1.061, -1.003, -2.345], [-0.252, 0.282, -2.720], [0.755, 0.530, -1.620], [-0.577, -2.523, -0.898], [0.169, -2.689, -2.469], [-1.546, -1.525, -3.203], [-1.796, -0.838, -1.604], [-0.822, 1.164, -3.005], [0.475, 0.067, -3.564], [0.328, 0.995, -0.734], [1.690, 1.065, -1.889], [-1.667, -0.306, 0.646], [-1.644, -0.509, 1.815], [-0.831, -1.443, 2.683], [-1.126, -0.967, 4.111], [-2.499, -0.422, 3.984], [-2.516, 0.116, 2.651], [-1.198, -2.431, 2.417], [0.238, -1.431, 2.449], [-1.107, -1.870, 4.878], [-0.312, -0.281, 4.442], [-3.327, -1.070, 4.091], [-2.593, 0.416, 4.653], [1.000, 1.246, 5.320], [1.775, 1.182, 4.394], [3.240, 1.332, 4.595], [3.852, 1.260, 3.216], [2.662, 0.788, 2.341], [1.445, 1.141, 3.069], [3.428, 2.178, 5.218], [3.659, 0.456, 5.172], [4.247, 2.206, 2.836], [4.620, 0.435, 3.249], [2.663, 1.398, 1.423], [2.611, -0.250, 2.149], [-0.908, -1.429, -5.704], [-1.553, -0.691, -6.391], [-1.805, -0.947, -7.881], [-2.785, 0.122, -8.294], [-2.631, 1.168, -7.154], [-2.061, 0.442, -5.997], [-0.811, -0.841, -8.383], [-2.111, -2.014, -7.934], [-2.519, 0.562, -9.238], [-3.791, -0.314, -8.349], [-1.866, 1.934, -7.272], [-3.537, 1.619, -6.726], [-3.562, 5.196, 2.557], [-2.659, 4.661, 3.098], [-1.321, 5.207, 3.542], [-0.429, 4.012, 3.851], [-1.457, 2.920, 4.086], [-2.653, 3.359, 3.473], [-0.971, 5.917, 2.868], [-1.575, 5.786, 4.450], [0.171, 3.774, 2.974], [0.283, 4.185, 4.697], [-1.232, 2.013, 3.506], [-1.707, 2.751, 5.076], [-1.505, -7.960, 2.681], [-1.453, -6.985, 3.729], [-1.998, -8.857, 3.147], [-2.014, -7.615, 1.818], [-0.470, -8.198, 2.361], [-0.764, -6.362, 3.580], [1.696, 4.956, -1.831], [1.833, 3.639, -1.331], [0.685, 5.375, -1.633], [2.472, 5.631, -1.408], [1.880, 4.918, -2.920], [0.966, 3.302, -1.275], [2.384, 5.281, 1.867], [2.521, 3.855, 1.682], [3.180, 5.659, 2.511], [2.475, 5.915, 0.946], [1.421, 5.565, 2.268], [1.988, 3.783, 0.860], [4.741, -3.854, -3.552], [4.954, -2.550, -3.036], [5.202, -3.880, -4.555], [5.290, -4.593, -3.018], [3.722, -4.151, -3.693], [4.143, -2.254, -2.666]],
  "mulliken_charge": [-0.595, 1.246, -0.803, -0.516, -1.118, 0.194, 0.567, 0.226, 0.411, 0.383, 0.385, -0.394, 0.347, -0.782, 0.511, -0.792, 0.887, -0.594, -0.404, -0.768, -0.207, 0.527, 0.458, -0.044, 0.412, 0.379, 0.395, -0.050, 0.397, -0.854, -0.410, 0.811, -0.699, -0.815, -0.498, -1.009, -0.240, 0.312, 0.632, 0.405, 0.169, 0.401, 0.415, -0.055, 0.671, -0.563, 0.228, 0.326, 0.334, -0.750, -0.469, 0.387, -0.394, 0.367, -0.393, 0.420, 0.360, -0.629, 0.226, -0.856, -0.525, 0.094, 0.226, 0.331, 0.251, 0.223, 0.343, -0.028, 0.322, -0.544, 0.496, -0.497, -0.457, -0.421, -0.269, 0.252, 0.329, 0.315, 0.255, 0.276, 0.265, -0.617, 0.422, -0.599, 0.325, 0.108, -0.332, 0.356, 0.243, -0.343, 0.386, -0.418, 0.424, -0.419, -0.534, 0.269, 0.263, 0.113, 0.313, -0.823, -0.480, 0.265, 0.286, 0.273, 0.723, -0.436, -0.241, 0.284, 0.166, 0.043, 0.142, -0.702, -0.531, 0.303, 0.278, 0.264, 0.503],
  "lumo_ev": 0.53
}

---

Q: What is the formula in the third record?
A: C5H10N2S